{"formula": "C53H50AsAuBN9O2Te", "method": "ωB97M-V/def2-TZVPD", "species": ["H", "C", "H", "C", "H", "H", "C", "C", "N", "N", "H", "H", "H", "H", "C", "C", "C", "H", "C", "H", "H", "H", "C", "C", "C", "C", "N", "C", "H", "Au", "C", "H", "C", "C", "H", "C", "H", "C", "C", "N", "H", "C", "C", "C", "C", "H", "C", "N", "H", "C", "H", "C", "As", "H", "H", "C", "H", "C", "H", "C", "H", "H", "H", "H", "H", "C", "H", "H", "H", "H", "H", "C", "H", "C", "H", "C", "H", "H", "C", "C", "H", "C", "C", "N", "C", "H", "H", "H", "H", "H", "C", "C", "C", "H", "C", "N", "C", "C", "N", "H", "C", "N", "C", "H", "C", "Te", "C", "C", "H", "C", "C", "O", "B", "O", "H", "C", "C", "H"], "positions_angstrom": [[-4.924, -1.422, -1.080], [-0.845, 3.230, 1.469], [7.234, 4.091, 0.156], [-5.810, -1.271, -0.464], [-3.495, 2.678, -1.535], [-7.954, 3.627, -0.655], [-2.856, 0.796, -4.259], [-7.504, 2.644, -0.634], [2.559, -4.125, 0.176], [-1.689, 1.429, 0.190], [3.247, 5.086, -1.025], [5.608, 5.733, -0.689], [-1.353, 4.742, 0.050], [-8.302, -0.605, -1.014], [2.200, -6.225, 0.814], [1.589, -2.937, 2.943], [0.411, -0.457, -2.012], [2.518, 2.761, -0.504], [-6.144, 2.545, -0.355], [4.422, -0.612, -4.415], [5.073, 1.465, 2.903], [5.720, -1.949, 5.396], [4.835, -2.345, 3.488], [0.549, 5.112, 0.979], [4.574, -0.732, -1.050], [-2.399, -0.464, -4.593], [1.256, -4.255, 0.477], [-1.976, 2.374, 1.068], [-2.958, 1.554, -5.022], [-0.348, 0.158, 1.032], [4.468, 2.147, 0.114], [2.417, 5.181, 2.012], [-5.558, 1.272, -0.358], [-2.278, -1.441, -3.617], [-5.575, -1.511, 0.575], [0.092, 2.766, 2.386], [5.862, -2.596, -4.141], [1.222, -0.848, 3.485], [3.958, 4.366, -0.648], [1.007, -2.308, 1.912], [-5.423, 4.458, -0.970], [1.751, -2.035, 3.973], [5.283, 4.729, -0.460], [-7.701, 0.276, -0.841], [-3.624, 2.504, -2.607], [-3.034, 3.233, -3.161], [4.491, -0.432, 2.089], [-1.672, -2.011, 1.344], [-4.417, 3.678, 0.260], [5.861, -2.500, -2.006], [-9.938, 2.147, -2.073], [5.801, 2.506, 0.287], [3.827, 0.341, 0.423], [4.777, -3.412, 3.651], [-5.964, 4.375, 0.698], [-0.620, 4.405, 0.766], [1.863, -3.971, 2.915], [-2.645, -1.154, -2.314], [0.049, -5.841, 1.213], [1.485, -2.349, -1.734], [4.183, -5.419, 0.154], [2.187, -2.219, 4.930], [-10.203, 2.332, -0.355], [2.370, -7.247, 1.075], [1.159, 0.112, 3.957], [-3.190, 1.116, -2.947], [1.703, -1.236, -3.626], [5.862, 0.485, 5.034], [-4.103, -4.137, 0.876], [-1.913, -2.423, -3.875], [6.511, -3.352, -1.889], [4.220, -0.285, -2.314], [-2.570, -1.919, -1.553], [6.202, 3.803, 0.012], [3.579, 0.586, -2.409], [-3.177, -3.606, 0.934], [-2.134, -0.685, -5.615], [-1.645, -4.945, 0.041], [5.367, -1.522, 4.469], [4.689, -0.960, -3.429], [0.731, 6.017, 0.422], [1.292, -1.326, -2.643], [-6.355, 0.125, -0.567], [0.076, -0.955, -0.831], [-1.934, -4.027, 0.512], [-3.641, -1.684, 1.976], [5.708, -2.155, 0.102], [3.932, -2.428, 1.532], [-4.672, 2.646, -2.877], [2.108, -3.219, -1.794], [-2.953, -2.331, 1.459], [1.268, 3.472, 2.584], [5.446, -0.154, 4.269], [6.522, 1.774, 0.630], [1.496, 4.638, 1.873], [-1.043, -3.053, 0.779], [5.501, -2.070, -3.271], [3.549, 3.074, -0.363], [0.747, -2.092, -0.643], [-10.268, 0.717, -1.090], [5.007, 0.396, 3.074], [0.775, -1.044, 2.251], [-3.100, 0.115, -1.981], [-6.562, -1.982, -0.800], [4.382, -1.798, 2.296], [-3.550, 0.530, 0.058], [3.137, -5.292, 0.349], [-8.304, 1.532, -0.870], [2.010, 3.109, 3.281], [-5.432, 3.830, -0.080], [5.400, -1.827, -0.882], [2.201, 0.325, 0.362], [0.486, -2.958, 0.602], [-3.178, 2.500, 1.391], [-0.001, 0.469, -2.356], [-9.762, 1.678, -1.105], [1.019, -5.520, 0.890], [-0.132, 1.887, 2.978]], "largest_force_ev_per_a": 2.19, "total_charge": 2, "homo_lumo_gap_ev": 4.570, "e_tot_ev": -145762.427, "e_homo_ev": -13.311}